Entry a
DFT (wB97M-V/def2-TZVPD) results for an isolated molecule of C3H3NO2S.

XYZ file:
```
10
Properties=species:S:1:pos:R:3:lowdin_charge:R:1
C 0.956 -0.749 -0.015 -0.266
C -0.442 -1.006 -0.106 -0.261
C -1.133 1.329 0.171 -0.420
N -0.211 2.012 -0.241 0.258
O 3.195 0.472 -0.089 -0.544
O -1.344 0.016 0.402 -0.076
S 2.542 -0.827 0.033 0.882
H -0.729 -1.212 -1.153 0.137
H -0.757 -1.851 0.526 0.141
H -2.077 1.815 0.469 0.149
```

Properties
Net charge ... 0
E_LUMO (alpha / beta) ... -2.93 / -2.92 eV
Spin multiplicity ... 1
E_HOMO (alpha / beta) ... -0.32969 / -0.32964 Ha

Entry b
DFT (wB97M-V/def2-TZVPD) results for a structure of composition C3H3NO2S.

XYZ file:
```
10
Properties=species:S:1:pos:R:3:lowdin_charge:R:1
C 1.081 0.063 0.028 -0.933
C -0.113 -0.859 0.300 -0.066
C -1.390 -0.097 -0.242 -0.544
H 0.095 -2.093 -0.099 0.202
H -0.021 -0.673 1.684 0.245
H 0.654 1.957 -0.760 0.218
N 0.492 1.273 0.119 0.045
O -2.481 -0.518 -0.526 0.131
O -0.984 1.120 -0.132 0.034
S 2.667 -0.174 -0.371 0.669
```

Properties
Net charge ... 0
E_LUMO ... -0.70 eV
Spin multiplicity ... 1
E_HOMO ... -0.34698 Ha

Which structure is the most stable? The one labeled entry b.

Entry a
DFT (wB97M-V/def2-TZVPD) results for an isolated molecule of C3H3NO2S.

XYZ file:
```
10
Properties=species:S:1:pos:R:3:lowdin_charge:R:1
C 1.079 0.159 0.055 -0.815
C -0.009 -0.883 0.102 -0.080
C -1.319 -0.129 0.081 -0.428
H 0.041 -1.491 -0.770 0.124
H -0.047 -1.571 1.035 0.178
H 0.564 2.159 -0.432 0.171
N 0.398 1.317 0.093 0.044
O -2.456 -0.552 -0.148 0.107
O -0.957 1.161 0.035 0.062
S 2.708 -0.170 -0.052 0.638
```

Properties
Net charge ... 0
E_LUMO ... -0.20 eV
Spin multiplicity ... 1
E_HOMO ... -0.33569 Ha

Entry b
DFT (wB97M-V/def2-TZVPD) results for a cluster of 3 separate species, C3H3NO2S in total.

XYZ file:
```
10
Properties=species:S:1:pos:R:3:lowdin_charge:R:1
C 3.858 3.876 -0.369 -0.090
C 0.041 -2.943 0.498 -0.609
C -3.919 0.023 -0.087 -0.461
N 4.279 4.541 0.451 0.054
O -4.145 0.354 -1.151 0.227
O -3.785 -0.308 0.988 0.227
S -0.333 -2.890 -1.055 0.578
H 3.587 3.264 -1.177 0.037
H 0.707 -3.853 0.807 0.038
H -0.290 -2.064 1.094 0.000
```

Properties
Net charge ... 0
E_LUMO ... -0.50 eV
Spin multiplicity ... 1
E_HOMO ... -0.33194 Ha

Which structure is the most stable? The one labeled entry b.

Entry a
DFT (wB97M-V/def2-TZVPD) results for a cluster of 21 separate species, H42O21 in total.

XYZ file:
```
63
Properties=species:S:1:pos:R:3:lowdin_charge:R:1
O -3.141 -1.935 -2.449 -0.058
H -2.199 -1.882 -2.720 0.013
H -3.362 -1.002 -2.431 0.039
O -0.377 -4.688 -1.645 -0.051
H -0.702 -4.965 -2.509 0.066
H -1.095 -4.526 -1.034 0.006
O 0.082 4.289 -0.663 -0.104
H -0.318 5.113 -0.284 0.085
H -0.587 3.906 -1.310 -0.008
O 0.299 -3.936 2.571 -0.036
H 0.623 -3.520 1.791 -0.022
H 1.033 -4.382 3.023 0.062
O 2.099 4.702 2.063 -0.048
H 1.860 5.205 2.827 0.029
H 1.434 4.022 1.971 -0.033
O -2.401 1.089 -0.208 -0.048
H -3.211 0.609 0.051 0.040
H -1.799 0.368 -0.163 0.001
O 0.080 -1.135 3.813 -0.046
H 0.143 -2.079 3.875 0.005
H 0.918 -0.735 4.023 0.009
O 4.217 -3.677 0.786 -0.098
H 3.314 -3.524 0.476 -0.030
H 4.560 -4.508 0.359 0.057
O -0.339 -1.686 -3.188 -0.054
H -0.086 -2.599 -2.934 0.039
H 0.402 -1.209 -2.807 -0.001
O 0.479 1.862 -3.616 -0.059
H 1.187 2.375 -4.046 0.071
H 0.798 1.758 -2.694 0.021
O 1.747 1.147 3.484 -0.090
H 2.614 1.527 3.199 0.064
H 1.038 1.636 2.993 0.015
O -3.980 -1.130 0.417 -0.055
H -3.233 -1.692 0.613 -0.006
H -4.637 -1.284 1.160 0.109
O 2.217 -1.168 -2.013 -0.063
H 2.981 -1.414 -2.534 0.074
H 2.395 -0.283 -1.580 0.066
O -2.968 3.026 1.589 -0.063
H -3.557 2.840 2.333 0.054
H -2.928 2.223 1.029 -0.002
O 1.602 -3.192 -0.232 -0.061
H 1.696 -2.430 -0.793 -0.012
H 0.986 -3.811 -0.690 0.037
O -2.294 -3.431 -0.067 -0.106
H -1.723 -2.685 0.314 0.041
H -2.837 -2.823 -0.678 0.043
O 1.451 1.181 -0.760 -0.042
H 2.105 1.872 -0.584 0.021
H 0.761 1.125 -0.094 0.037
O -1.567 3.077 -2.166 -0.046
H -1.847 2.170 -1.951 0.046
H -0.946 2.938 -2.900 0.031
O 0.013 2.932 1.975 -0.092
H 0.179 2.962 1.021 0.012
H -1.005 2.962 2.016 0.079
O 3.040 3.505 -0.722 -0.060
H 3.582 3.958 -0.079 0.042
H 2.191 4.001 -0.714 0.026
O -0.662 -1.028 0.899 -0.064
H 0.224 -1.396 0.775 0.036
H -0.551 -0.624 1.814 0.078
```

Properties
Net charge ... 0
E_LUMO ... -0.02 eV
Spin multiplicity ... 1
E_HOMO ... -0.40075 Ha

Entry b
DFT (wB97M-V/def2-TZVPD) results for a cluster of 21 separate species, H42O21 in total.

XYZ file:
```
63
Properties=species:S:1:pos:R:3:lowdin_charge:R:1
O 2.661 -0.541 -2.080 -0.093
H 1.835 -0.543 -1.513 -0.021
H 2.614 0.305 -2.522 0.013
O 0.340 -3.240 -3.467 -0.082
H 1.266 -3.484 -3.117 0.084
H 0.203 -2.411 -3.001 -0.019
O -2.543 1.882 -2.165 -0.030
H -2.462 2.343 -3.030 0.104
H -3.133 2.389 -1.627 0.042
O 0.877 2.441 -2.614 -0.023
H -0.003 2.606 -2.235 0.073
H 1.233 1.638 -2.926 -0.015
O -1.128 -3.989 0.724 -0.053
H -0.621 -4.723 0.372 0.021
H -1.044 -3.841 1.689 -0.003
O 1.459 0.288 1.392 -0.026
H 1.311 -0.417 2.002 -0.014
H 0.980 0.000 0.639 -0.036
O -1.002 -3.107 3.385 -0.031
H -1.056 -2.628 4.209 0.057
H -0.050 -3.149 3.273 0.031
O -2.296 -0.610 -1.283 -0.069
H -1.767 -0.646 -0.523 -0.042
H -2.263 0.363 -1.526 0.006
O -4.032 -2.312 1.802 -0.037
H -4.371 -1.611 1.265 0.023
H -3.829 -2.156 2.728 0.029
O 0.939 0.896 -4.848 -0.034
H 0.349 1.081 -4.141 -0.036
H 0.829 0.105 -5.331 0.023
O -2.017 2.340 1.363 -0.025
H -1.620 2.043 2.181 0.039
H -1.427 1.888 0.772 0.026
O -1.037 -1.200 1.267 -0.037
H -1.525 -0.873 1.984 0.021
H -0.217 -1.635 1.542 0.033
O 1.332 0.467 4.161 -0.063
H 0.614 0.253 4.745 0.045
H 2.228 0.368 4.560 0.089
O 2.729 -2.681 -0.658 -0.062
H 3.251 -1.823 -0.594 0.074
H 3.235 -3.233 -0.102 0.004
O 1.151 -4.928 2.042 -0.054
H 1.916 -4.329 2.127 0.050
H 0.928 -4.919 1.094 0.030
O 1.112 3.046 3.786 -0.149
H 1.949 2.944 4.318 0.053
H 1.059 2.203 3.172 0.061
O 2.330 4.418 1.728 -0.082
H 1.746 4.321 0.945 -0.002
H 1.736 4.868 2.291 -0.009
O -2.457 4.542 -0.430 -0.055
H -2.048 4.858 0.396 0.053
H -2.937 3.837 -0.037 -0.026
O -1.167 -0.207 -3.925 -0.131
H -1.087 -1.131 -4.465 0.143
H -2.023 -0.375 -3.423 0.056
O 1.817 3.909 -0.771 -0.024
H 1.903 3.122 -1.251 -0.017
H 2.693 4.233 -0.872 0.047
O 0.400 -0.841 -0.980 -0.099
H -0.305 -0.627 -1.718 0.108
H 0.440 -1.785 -0.779 0.061
```

Properties
Net charge ... 0
E_LUMO ... -0.76 eV
Spin multiplicity ... 1
E_HOMO ... -0.35675 Ha

Which structure is the most stable? The one labeled entry a.